1.
{"formula": "C26H40Cl5N7NaOSTe", "method": "wB97M-V/def2-TZVPD", "species": ["Na", "N", "C", "C", "N", "C", "C", "N", "H", "H", "H", "H", "H", "H", "H", "H", "H", "H", "H", "H", "H", "Cl", "C", "C", "Cl", "C", "Cl", "C", "O", "C", "Cl", "C", "Cl", "N", "C", "C", "N", "C", "C", "H", "H", "H", "H", "H", "H", "H", "H", "H", "H", "H", "C", "Te", "C", "C", "C", "C", "C", "C", "C", "H", "H", "H", "H", "H", "H", "H", "H", "C", "N", "C", "C", "N", "C", "S", "H", "H", "H", "H", "H", "H", "H", "H"], "positions_angstrom": [[-0.109, 0.364, -0.214], [-1.099, 1.681, -1.803], [-2.492, 1.880, -1.357], [-2.594, 1.766, 0.166], [-2.210, 0.420, 0.610], [-3.289, -0.577, 0.477], [-2.848, -1.849, -0.224], [-1.754, -2.473, 0.523], [-1.069, 1.140, -2.663], [-0.668, 2.571, -2.016], [-2.888, 2.853, -1.655], [-3.132, 1.117, -1.808], [-1.906, 2.487, 0.615], [-3.612, 2.030, 0.477], [-1.922, 0.458, 1.582], [-3.690, -0.848, 1.458], [-4.113, -0.140, -0.094], [-3.723, -2.497, -0.344], [-2.480, -1.586, -1.224], [-2.068, -2.735, 1.452], [-1.449, -3.331, 0.077], [2.518, -4.571, 4.326], [2.067, -3.587, 2.988], [1.872, -2.218, 3.146], [2.060, -1.507, 4.701], [1.524, -1.428, 2.059], [1.182, 0.256, 2.299], [1.390, -1.926, 0.734], [1.160, -1.160, -0.278], [1.552, -3.331, 0.642], [1.309, -4.060, -0.916], [1.875, -4.143, 1.726], [2.041, -5.841, 1.519], [1.359, -2.826, -4.745], [2.007, -1.783, -3.859], [1.041, -0.627, -3.701], [-0.244, -1.045, -3.143], [-0.864, -2.072, -3.971], [0.032, -3.288, -4.191], [1.981, -3.621, -4.868], [1.204, -2.414, -5.664], [2.952, -1.483, -4.310], [2.188, -2.246, -2.891], [0.864, -0.146, -4.672], [1.506, 0.116, -3.053], [-0.103, -1.371, -2.184], [-1.111, -1.628, -4.941], [-1.798, -2.408, -3.520], [-0.405, -4.002, -4.888], [0.239, -3.778, -3.246], [0.239, 4.168, 2.141], [1.215, 3.137, 0.522], [0.674, 4.864, -0.619], [0.361, 5.952, 0.380], [0.286, 7.287, -0.015], [-0.029, 8.277, 0.903], [-0.272, 7.937, 2.229], [-0.191, 6.613, 2.629], [0.126, 5.612, 1.711], [0.843, 4.076, 3.042], [-0.741, 3.738, 2.357], [-0.199, 4.652, -1.242], [1.492, 5.136, -1.284], [0.486, 7.548, -1.050], [-0.076, 9.311, 0.586], [-0.510, 8.707, 2.955], [-0.363, 6.347, 3.667], [5.488, 3.548, -0.979], [4.952, 2.302, -0.480], [5.629, 1.558, 0.580], [4.703, 0.352, 0.797], [3.825, 0.430, -0.371], [3.935, 1.611, -1.011], [2.930, 2.101, -2.273], [6.492, 3.399, -1.387], [5.542, 4.282, -0.173], [4.837, 3.918, -1.764], [5.722, 2.170, 1.476], [6.631, 1.266, 0.257], [4.135, 0.450, 1.723], [5.242, -0.593, 0.822], [2.971, -0.110, -0.458]], "forces_ev_per_a": [[-0.2574, 0.8726, -0.0150], [-0.5159, 0.1200, -0.6443], [0.1308, -0.0239, 0.2304], [-0.0540, -0.0106, -0.1655], [-0.6903, -0.0329, 0.3607], [0.0601, 0.1023, -0.1206], [0.2785, 0.0174, 0.1180], [-0.1072, 0.0088, -0.0582], [-0.0604, 0.0002, 0.0909], [0.1044, 0.0371, 0.1101], [-0.0423, 0.0051, -0.0822], [0.0388, 0.0222, -0.0491], [-0.0255, -0.0104, 0.0073], [0.0023, 0.0347, 0.0418], [-0.0308, 0.0255, -0.0484], [-0.0314, 0.0799, 0.0349], [-0.0239, 0.0004, 0.0746], [-0.0635, -0.0200, -0.0722], [-0.0137, -0.0466, 0.0483], [-0.0060, 0.0110, -0.0165], [0.0588, 0.0222, -0.0115], [-0.0156, 0.0115, -0.0195], [-0.0169, -0.0843, -0.0118], [-0.0472, 0.1061, -0.0523], [-0.0055, 0.0161, -0.0009], [-0.0246, -0.1274, -0.0343], [0.0668, -0.0903, 0.1209], [0.1769, -0.0188, -0.0248], [1.0325, -1.3500, 0.0330], [0.0313, -0.0042, 0.1026], [-0.0027, 0.0616, -0.0633], [-0.0278, 0.1390, -0.1095], [0.0138, -0.0117, -0.0439], [-0.0634, 0.0053, 0.2670], [-0.0516, 0.0867, 0.0663], [-0.2420, -0.0067, 0.0976], [0.0120, -0.1587, -0.1727], [0.2135, 0.1181, 0.1214], [-0.1321, 0.1174, -0.0317], [0.0527, -0.0703, -0.0199], [0.0209, 0.0110, -0.1359], [-0.0274, -0.0423, -0.0726], [0.0245, -0.1251, 0.0252], [0.0107, 0.0002, 0.0526], [0.0287, 0.0425, 0.0029], [0.0576, -0.0619, -0.0906], [-0.0627, 0.0107, 0.0107], [0.0048, -0.0185, -0.0074], [0.0849, 0.0124, -0.0446], [0.0965, -0.0719, 0.0559], [-0.0078, 0.0543, 0.0691], [0.1829, 0.5214, 0.2024], [-0.0274, 0.0667, -0.0679], [-0.0158, -0.0118, 0.0297], [-0.0013, -0.0316, -0.0346], [0.0020, -0.0292, -0.0016], [0.0249, 0.0037, 0.0010], [-0.0050, -0.0407, 0.0096], [0.0564, -0.0022, -0.0341], [0.0179, -0.0195, -0.0120], [0.0009, -0.0153, -0.0644], [-0.0010, -0.0261, 0.0265], [0.0424, -0.0519, 0.0532], [-0.0302, -0.0071, 0.0804], [-0.0023, -0.0415, 0.0208], [0.0064, -0.0439, -0.0490], [0.0027, 0.0299, -0.0637], [0.0311, -0.0465, 0.0440], [-0.0095, 0.0171, -0.0391], [-0.0731, 0.0371, -0.0662], [-0.1107, 0.0251, -0.0996], [0.0040, -0.0366, 0.0611], [0.1839, -0.1046, 0.1533], [-0.0357, 0.0912, -0.1092], [-0.0353, -0.0120, 0.0251], [-0.0203, -0.0255, -0.0049], [-0.0436, 0.0073, -0.0162], [0.0316, 0.0326, -0.0046], [0.0056, -0.0122, -0.0354], [-0.0846, 0.0067, 0.0146], [0.0318, -0.0101, -0.0092], [-0.0807, -0.0363, 0.0667]], "nbo_charge": [0.825, -0.892, -0.235, -0.236, -0.681, -0.233, -0.206, -0.850, 0.387, 0.376, 0.197, 0.189, 0.209, 0.187, 0.380, 0.194, 0.198, 0.178, 0.168, 0.361, 0.365, 0.061, -0.143, -0.046, 0.063, -0.185, 0.005, 0.426, -0.884, -0.166, -0.034, -0.057, 0.063, -0.494, -0.249, -0.284, -0.639, -0.245, -0.247, 0.437, 0.424, 0.235, 0.249, 0.191, 0.288, 0.399, 0.197, 0.234, 0.229, 0.237, -0.658, 0.432, -0.668, 0.043, -0.230, -0.203, -0.205, -0.189, -0.081, 0.236, 0.218, 0.207, 0.242, 0.213, 0.220, 0.221, 0.213, -0.411, -0.402, -0.216, -0.227, -0.613, 0.348, -0.363, 0.200, 0.209, 0.245, 0.213, 0.199, 0.206, 0.211, 0.443], "e_homo_ev": -9.83, "total_charge": 1, "max_force_ev_per_a": 1.7, "total_energy_ev": -125243.398, "gap_ev": 7.1071}


2.
{"formula": "C26H40F15NO10", "method": "wB97M-V/def2-TZVPD", "species": ["C", "C", "O", "C", "O", "C", "F", "F", "F", "H", "H", "H", "H", "H", "C", "C", "O", "C", "O", "C", "F", "F", "F", "H", "H", "H", "H", "H", "C", "C", "O", "C", "O", "C", "F", "F", "F", "H", "H", "H", "H", "H", "C", "C", "O", "C", "O", "C", "F", "F", "F", "H", "H", "H", "H", "H", "C", "C", "O", "C", "O", "C", "F", "F", "F", "H", "H", "H", "H", "H", "C", "C", "N", "C", "C", "C", "C", "H", "H", "H", "H", "H", "H", "H", "H", "H", "H", "H", "H", "H", "H", "H"], "positions_angstrom": [[1.103, -0.943, 6.884], [1.738, -1.102, 5.482], [2.820, -2.030, 5.688], [4.129, -1.673, 5.712], [4.524, -0.526, 5.588], [5.114, -2.901, 5.602], [4.479, -4.036, 5.319], [6.127, -2.676, 4.820], [5.612, -2.978, 6.821], [0.324, -0.181, 6.905], [1.917, -0.551, 7.494], [0.725, -1.900, 7.243], [2.013, -0.110, 5.124], [0.975, -1.458, 4.790], [2.127, -6.213, 0.897], [2.594, -5.708, -0.523], [2.480, -6.820, -1.451], [1.364, -7.258, -2.036], [0.251, -6.814, -1.721], [1.610, -8.299, -3.147], [2.899, -8.298, -3.449], [1.112, -9.449, -2.849], [0.915, -7.791, -4.186], [2.753, -7.070, 1.143], [1.080, -6.510, 0.954], [2.350, -5.470, 1.663], [3.600, -5.304, -0.403], [1.980, -4.881, -0.882], [2.882, 2.304, 0.358], [4.230, 2.347, -0.353], [4.230, 1.515, -1.493], [4.490, 0.211, -1.436], [4.694, -0.379, -0.376], [4.586, -0.464, -2.807], [3.934, -1.621, -2.737], [4.104, 0.313, -3.784], [5.857, -0.752, -3.095], [2.668, 1.244, 0.493], [2.070, 2.799, -0.174], [2.954, 2.789, 1.332], [4.996, 1.936, 0.305], [4.607, 3.319, -0.671], [-9.736, 1.741, 0.805], [-8.803, 2.987, 0.766], [-7.504, 2.473, 0.855], [-6.430, 3.262, 0.809], [-6.452, 4.505, 0.740], [-5.138, 2.462, 1.007], [-4.298, 2.632, 0.007], [-4.547, 2.884, 2.091], [-5.382, 1.190, 1.201], [-9.617, 1.164, -0.112], [-10.797, 1.989, 0.769], [-9.484, 1.155, 1.689], [-9.055, 3.671, 1.577], [-9.062, 3.558, -0.125], [-1.652, 0.031, -0.935], [-0.578, 0.548, -0.069], [0.374, -0.449, 0.056], [0.659, -1.006, 1.321], [0.000, -0.782, 2.345], [1.937, -1.858, 1.390], [2.875, -1.092, 1.900], [1.824, -2.924, 2.178], [2.363, -2.299, 0.223], [-2.578, 0.605, -0.916], [-1.968, -0.920, -0.505], [-1.350, -0.023, -1.980], [-0.877, 0.934, 0.905], [-0.063, 1.419, -0.475], [-1.590, 4.439, -1.173], [-0.609, 4.231, -2.393], [-0.914, 2.964, -3.014], [-2.245, 3.008, -3.646], [-2.500, 4.022, -4.720], [0.110, 2.486, -3.995], [1.421, 2.212, -3.370], [-1.272, 3.801, -0.349], [-2.674, 4.437, -1.295], [-1.398, 5.463, -0.852], [-0.763, 5.023, -3.126], [0.399, 4.376, -2.007], [-2.372, 2.005, -4.053], [-2.968, 3.050, -2.832], [-2.786, 4.948, -4.220], [-1.575, 4.191, -5.271], [-3.323, 3.702, -5.359], [0.215, 3.304, -4.707], [-0.063, 1.527, -4.484], [1.903, 3.118, -3.001], [2.039, 1.735, -4.131], [1.288, 1.493, -2.562]], "forces_ev_per_a": [[0.6089, 0.4379, -0.6896], [-1.0386, 0.9669, 1.5950], [1.2360, -0.8004, -0.5181], [-1.2003, 2.2165, -2.7112], [-0.2763, -1.9642, 0.7781], [-1.7763, 1.1357, 1.5118], [0.3496, 0.0376, -0.4037], [0.3031, -0.0067, -1.3870], [0.6316, -0.7540, 1.5976], [-0.1646, -0.1622, -0.1936], [-0.1531, -0.2627, 0.4586], [0.0929, 0.1543, 0.1202], [0.7441, -0.2458, -0.0356], [0.6228, -0.7507, -0.2048], [0.7513, 0.2685, -0.8833], [-2.2590, -0.3802, 1.7330], [1.5171, -0.5289, -0.9179], [-2.2272, 2.9359, 3.0573], [2.3285, -1.5815, -1.2985], [-0.4845, 3.3183, 0.1471], [0.1089, -1.0078, -0.3470], [0.0829, -1.7565, 0.2154], [0.2781, -0.4751, -0.5011], [-0.0759, -0.1528, -0.0164], [0.0819, 0.1632, -0.2425], [-0.1552, 0.1825, -0.1362], [0.2581, -0.8056, -0.7655], [-0.1981, -0.1549, -0.0414], [0.3514, 0.1119, -0.1225], [0.4926, -0.3060, 1.2868], [-0.2079, -0.6195, -2.3892], [0.5451, 0.4234, 3.7450], [-0.3755, 0.6496, -2.4986], [0.0695, 0.0048, 0.0616], [-0.3736, 0.0498, -0.3756], [-0.0457, -0.4878, 0.1677], [0.1572, 0.2058, 0.0248], [-0.2924, 0.1006, 0.1721], [0.1075, -0.1197, -0.2654], [0.1028, -0.1076, 0.0520], [-0.0492, 0.0581, 0.3070], [-0.4714, 0.0150, -0.1844], [0.5150, 0.6487, -0.3216], [-2.7870, -0.2723, 0.0503], [1.6647, -0.0812, -0.3562], [-1.5660, 3.7506, 0.0636], [0.2713, -3.7360, -0.0259], [-0.6414, 0.3748, 0.0879], [0.3443, -0.0855, -0.9763], [0.7895, 0.9346, 1.4581], [-0.1742, -1.3780, -0.4496], [0.4594, -0.2319, 0.1557], [0.0746, 0.3816, 0.4826], [-0.2464, -0.1534, -0.1564], [0.4595, -0.1229, 0.3398], [0.8616, -0.0407, -0.3694], [-1.5227, -0.1771, -0.2332], [-0.2850, 2.3245, 0.7312], [3.1557, -3.0125, 2.8041], [-3.4196, 2.0788, 0.6109], [2.0073, -0.7043, -2.8975], [0.0259, -0.3570, -0.3633], [0.7584, 0.8387, 0.5474], [-0.6421, -0.0288, 0.3228], [-0.1289, -0.0702, -0.8955], [0.2232, 0.5094, 0.0739], [0.1555, -0.3626, -0.4441], [0.0836, -0.3613, 0.1259], [-0.4775, -0.5520, 0.1981], [0.0572, -0.0618, -0.5665], [1.4126, 1.1047, -0.2282], [-1.8173, 0.2361, 0.7348], [0.4837, -1.4950, -0.7935], [0.2388, -1.8342, 0.7868], [0.0411, 0.6610, 0.4835], [-0.6017, 1.2584, 0.6618], [0.8928, 0.0292, 0.4686], [-0.2837, -0.1989, -0.0623], [0.2056, -0.5347, -0.4819], [0.0891, 0.1576, 0.3073], [0.0522, 0.5167, -0.0639], [0.0643, -0.5939, -0.1026], [-0.0436, -0.1219, -0.1394], [-0.1893, 0.2351, -0.1527], [-0.0283, 0.2993, -0.3852], [-0.2973, 0.0879, -0.3793], [0.1895, 0.0870, -0.1192], [0.2486, -0.2535, -0.7531], [-1.3810, 0.2838, -0.1276], [0.2438, -0.1750, 0.0866], [0.3218, 0.1787, 0.1691], [0.1454, 0.0143, 0.1917]], "mulliken_charge": [-1.277, 0.052, -0.273, 0.419, -0.541, 0.839, -0.225, -0.226, -0.260, 0.388, 0.334, 0.297, 0.335, 0.141, -1.070, -0.115, -0.283, 0.392, -0.566, 0.848, -0.233, -0.223, -0.259, 0.368, 0.296, 0.274, 0.311, 0.262, -0.092, -0.561, -0.283, 0.472, -0.556, 0.792, -0.214, -0.217, -0.265, -0.200, -0.125, 0.453, 0.395, 0.360, -1.170, -0.237, -0.127, 0.286, -0.567, 0.978, -0.260, -0.271, -0.271, 0.307, 0.390, 0.316, 0.305, 0.306, -1.049, 0.190, 0.035, 0.200, -0.592, 1.008, -0.203, -0.259, -0.249, 0.106, 0.465, 0.175, 0.460, -0.287, -1.299, -0.618, 0.592, -0.661, -1.250, -0.707, -0.766, 0.184, 0.353, 0.470, 0.495, 0.307, 0.550, 0.188, 0.344, 0.250, 0.390, 0.175, 0.370, 0.292, 0.496, -0.104], "e_homo_ev": -8.56, "max_force_ev_per_a": 5.2, "total_energy_ev": -90336.955, "smiles": "CCOC(=O)C(F)(F)F.CCOC(=O)C(F)(F)F.CCOC(=O)C(F)(F)F.CCOC(=O)C(F)(F)F.CCOC(=O)C(F)(F)F.CCN(CC)CC", "gap_ev": 9.0762}